DFT (ωB97M-V/def2-TZVPD) results for 11 unconnected molecules or ions with the total composition C36H96B5F20N6O12.

The LUMO energy is -4.15 eV. The calculation puts the calculated total energy at -130137.650 eV. Its charge is +1. The spin multiplicity is 1. The energy relative to the best compared isomer or geometry (same formula, charge and spin) is 509.6 kJ/mol.

Last columns: bonded neighbours and bond lengths (Å).
CARTESIAN COORDINATES (ANGSTROEM)
1 C -4.684 0.531 -1.718  O2 1.419, H12 1.090, H13 1.090, H14 1.090
2 O -3.577 0.062 -2.473  C1 1.419, C3 1.433
3 C -3.617 -1.331 -2.805  O2 1.433, C4 1.549, H15 1.090, H16 1.090
4 C -4.875 -1.832 -3.557  C3 1.549, N5 1.558, H17 1.090, H18 1.090
5 N -5.073 -1.160 -4.948  C4 1.558, H6 1.010, H7 1.010, C8 1.572
6 H -5.989 -1.429 -5.280  N5 1.010
7 H -5.109 -0.152 -4.881  N5 1.010
8 C -4.133 -1.494 -6.162  N5 1.572, C9 1.569, H19 1.090, H20 1.090
9 C -4.523 -2.943 -6.621  C8 1.569, O10 1.396, H21 1.090, H22 1.090
10 O -5.852 -2.884 -7.043  C9 1.396, C11 1.460
11 C -6.326 -4.141 -7.614  O10 1.460, H23 1.090, H24 1.090, H25 1.090
12 H -5.604 0.597 -2.298  C1 1.090
13 H -4.732 1.557 -1.353  C1 1.090
14 H -4.773 -0.019 -0.781  C1 1.090
15 H -3.744 -1.829 -1.844  C3 1.090
16 H -2.717 -1.840 -3.147  C3 1.090
17 H -5.860 -1.686 -3.113  C4 1.090
18 H -4.789 -2.906 -3.726  C4 1.090
19 H -3.110 -1.410 -5.796  C8 1.090
20 H -4.344 -0.843 -7.011  C8 1.090
21 H -4.360 -3.553 -5.732  C9 1.090
22 H -4.032 -3.436 -7.460  C9 1.090
23 H -7.347 -3.989 -7.965  C11 1.090
24 H -6.382 -4.850 -6.788  C11 1.090
25 H -5.714 -4.562 -8.412  C11 1.090
26 C -0.048 -1.150 -7.176  O27 1.401, H37 1.090, H38 1.090, H39 1.090
27 O -0.617 -1.224 -5.898  C26 1.401, C28 1.448
28 C 0.147 -1.779 -4.801  O27 1.448, C29 1.575, H40 1.090, H41 1.090
29 C 1.297 -0.781 -4.398  C28 1.575, N30 1.548, H42 1.090, H43 1.090
30 N 0.823 0.692 -4.394  C29 1.548, H31 1.010, H32 1.010, C33 1.607
31 H 1.584 1.356 -4.411  N30 1.010
32 H 0.428 0.701 -5.323  N30 1.010
33 C -0.386 1.176 -3.453  N30 1.607, C34 1.574, H44 1.090, H45 1.090
34 C -1.410 2.035 -4.285  C33 1.574, O35 1.456, H46 1.090, H47 1.090
35 O -1.716 1.364 -5.541  C34 1.456, C36 1.383
36 C -2.490 2.130 -6.394  O35 1.383, H48 1.090, H49 1.090, H50 1.090
37 H 0.095 -2.132 -7.628  C26 1.090
38 H 0.875 -0.583 -7.292  C26 1.090
39 H -0.721 -0.497 -7.731  C26 1.090
40 H 0.742 -2.638 -5.110  C28 1.090
41 H -0.440 -2.042 -3.921  C28 1.090
42 H 2.108 -0.772 -5.126  C29 1.090
43 H 1.811 -1.109 -3.494  C29 1.090
44 H 0.195 1.710 -2.701  C33 1.090
45 H -0.841 0.299 -2.994  C33 1.090
46 H -1.116 3.083 -4.345  C34 1.090
47 H -2.389 2.063 -3.808  C34 1.090
48 H -2.737 1.467 -7.224  C36 1.090
49 H -2.043 3.029 -6.817  C36 1.090
50 H -3.371 2.470 -5.850  C36 1.090
51 C -0.251 3.249 4.432  O52 1.408, H62 1.090, H63 1.090, H64 1.090
52 O -1.422 2.696 3.881  C51 1.408, C53 1.450
53 C -2.530 2.863 4.801  O52 1.450, C54 1.567, H65 1.090, H66 1.090
54 C -3.907 2.507 4.142  C53 1.567, N55 1.578, H67 1.090, H68 1.090
55 N -3.852 1.146 3.346  C54 1.578, H56 1.010, H57 1.010, C58 1.579
56 H -3.011 1.378 2.836  N55 1.010
57 H -3.522 0.426 3.973  N55 1.010
58 C -4.977 0.644 2.359  N55 1.579, C59 1.529, H69 1.090, H70 1.090
59 C -6.252 0.350 3.153  C58 1.529, O60 1.456, H71 1.090, H72 1.090
60 O -6.506 1.559 3.923  C59 1.456, C61 1.388
61 C -7.157 1.409 5.140  O60 1.388, H73 1.090, H74 1.090, H75 1.090
62 H -0.320 3.267 5.520  C51 1.090
63 H -0.309 4.282 4.089  C51 1.090
64 H 0.756 2.921 4.176  C51 1.090
65 H -2.796 3.812 5.269  C53 1.090
66 H -2.274 2.360 5.734  C53 1.090
67 H -4.141 3.314 3.447  C54 1.090
68 H -4.635 2.379 4.943  C54 1.090
69 H -4.533 -0.234 1.890  C58 1.090
70 H -5.019 1.409 1.584  C58 1.090
71 H -6.110 -0.557 3.740  C59 1.090
72 H -7.018 0.337 2.378  C59 1.090
73 H -8.229 1.408 4.939  C61 1.090
74 H -7.093 2.342 5.699  C61 1.090
75 H -7.074 0.550 5.805  C61 1.090
76 C 3.386 3.248 -0.821  O77 1.464, H87 1.090, H88 1.090, H89 1.090
77 O 3.444 2.656 0.517  C76 1.464, C78 1.511
78 C 2.366 3.059 1.495  O77 1.511, C79 1.549, H90 1.090, H91 1.090
79 C 1.000 2.457 1.081  C78 1.549, N80 1.559, H92 1.090, H93 1.090
80 N 1.149 0.915 1.243  C79 1.559, H81 1.010, H82 1.010, C83 1.603
81 H 1.731 0.456 0.556  N80 1.010
82 H 1.666 0.692 2.082  N80 1.010
83 C -0.183 0.024 1.221  N80 1.603, C84 1.563, H94 1.090, H95 1.090
84 C -0.576 -0.598 -0.159  C83 1.563, O85 1.446, H96 1.090, H97 1.090
85 O 0.699 -0.706 -0.832  C84 1.446, C86 1.450
86 C 1.326 -1.963 -0.473  O85 1.450, H98 1.090, H99 1.090, H100 1.090
87 H 3.217 4.325 -0.834  C76 1.090
88 H 2.771 2.598 -1.443  C76 1.090
89 H 4.292 3.157 -1.420  C76 1.090
90 H 2.394 4.126 1.715  C78 1.090
91 H 2.703 2.827 2.505  C78 1.090
92 H 0.852 2.650 0.019  C79 1.090
93 H 0.043 2.580 1.590  C79 1.090
94 H -1.062 0.542 1.606  C83 1.090
95 H 0.129 -0.730 1.944  C83 1.090
96 H -1.226 -0.001 -0.799  C84 1.090
97 H -1.076 -1.551 0.014  C84 1.090
98 H 1.674 -2.004 0.559  C86 1.090
99 H 2.139 -2.136 -1.179  C86 1.090
100 H 0.791 -2.890 -0.677  C86 1.090
101 C -7.877 -7.159 -0.669  O102 1.364, H112 1.090, H113 1.090, H114 1.090
102 O -7.306 -7.359 0.554  C101 1.364, C103 1.451
103 C -7.359 -6.280 1.523  O102 1.451, C104 1.585, H115 1.090, H116 1.090
104 C -6.108 -5.328 1.327  C103 1.585, N105 1.519, H117 1.090, H118 1.090
105 N -4.774 -6.047 1.438  C104 1.519, H106 1.010, H107 1.010, C108 1.575
106 H -4.808 -6.806 2.104  N105 1.010
107 H -4.621 -6.551 0.576  N105 1.010
108 C -3.458 -5.187 1.536  N105 1.575, C109 1.533, H119 1.090, H120 1.090
109 C -2.209 -6.074 1.480  C108 1.533, O110 1.440, H121 1.090, H122 1.090
110 O -1.015 -5.421 1.011  C109 1.440, C111 1.466
111 C -0.217 -4.614 1.938  O110 1.466, H123 1.090, H124 1.090, H125 1.090
112 H -8.954 -7.301 -0.582  C101 1.090
113 H -7.485 -7.773 -1.479  C101 1.090
114 H -7.639 -6.115 -0.871  C101 1.090
115 H -7.305 -6.706 2.525  C103 1.090
116 H -8.315 -5.778 1.376  C103 1.090
117 H -6.052 -4.610 2.146  C104 1.090
118 H -6.054 -4.772 0.391  C104 1.090
119 H -3.455 -4.684 2.503  C108 1.090
120 H -3.582 -4.425 0.767  C108 1.090
121 H -2.252 -6.876 0.743  C109 1.090
122 H -2.222 -6.575 2.449  C109 1.090
123 H -0.566 -3.651 2.310  C111 1.090
124 H 0.481 -4.229 1.194  C111 1.090
125 H 0.307 -5.241 2.660  C111 1.090
126 C 13.953 2.944 5.952  O127 1.399, H137 1.090, H138 1.090, H139 1.090
127 O 12.818 2.245 5.526  C126 1.399, C128 1.465
128 C 11.500 2.690 5.986  O127 1.465, C129 1.526, H140 1.090, H141 1.090
129 C 10.436 2.730 4.894  C128 1.526, N130 1.564, H142 1.090, H143 1.090
130 N 10.892 3.603 3.678  C129 1.564, H131 1.010, H132 1.010, C133 1.589
131 H 11.071 4.561 3.942  N130 1.010
132 H 11.789 3.244 3.386  N130 1.010
133 C 10.025 3.591 2.347  N130 1.589, C134 1.555, H144 1.090, H145 1.090
134 C 8.512 3.944 2.428  C133 1.555, O135 1.454, H146 1.090, H147 1.090
135 O 7.683 3.178 3.344  C134 1.454, C136 1.405
136 C 6.331 3.336 2.995  O135 1.405, H148 1.090, H149 1.090, H150 1.090
137 H 14.895 2.703 5.459  C126 1.090
138 H 14.005 2.579 6.978  C126 1.090
139 H 13.838 4.028 5.946  C126 1.090
140 H 11.584 3.654 6.488  C128 1.090
141 H 11.181 2.061 6.817  C128 1.090
142 H 9.493 3.131 5.266  C129 1.090
143 H 10.261 1.694 4.603  C129 1.090
144 H 10.240 2.594 1.964  C133 1.090
145 H 10.628 4.284 1.759  C133 1.090
146 H 8.232 3.640 1.419  C134 1.090
147 H 8.385 5.016 2.580  C134 1.090
148 H 5.939 4.291 3.346  C136 1.090
149 H 5.737 2.719 3.669  C136 1.090
150 H 5.973 2.966 2.034  C136 1.090
151 B 2.519 -0.904 4.013  F152 1.365, F153 1.378, F154 1.358, F155 1.404
152 F 2.278 -1.924 3.139  B151 1.365
153 F 1.372 -0.355 4.543  B151 1.378
154 F 3.358 -1.262 5.019  B151 1.358
155 F 3.219 0.046 3.253  B151 1.404
156 B 3.529 4.697 5.813  F157 1.377, F158 1.398, F159 1.388, F160 1.353
157 F 4.233 5.871 5.663  B156 1.377
158 F 2.808 4.269 4.695  B156 1.398
159 F 4.390 3.691 6.232  B156 1.388
160 F 2.593 4.869 6.775  B156 1.353
161 B 4.319 -3.011 -3.784  F162 1.367, F163 1.375, F164 1.427, F165 1.377
162 F 4.910 -2.541 -2.644  B161 1.367
163 F 4.620 -2.225 -4.871  B161 1.375
164 F 4.753 -4.341 -4.062  B161 1.427
165 F 2.958 -3.049 -3.583  B161 1.377
166 B 3.269 2.417 -4.706  F167 1.306, F168 1.404, F169 1.329, F170 1.384
167 F 4.150 3.370 -4.848  B166 1.306
168 F 2.248 2.858 -3.849  B166 1.404
169 F 2.752 2.121 -5.894  B166 1.329
170 F 3.743 1.228 -4.181  B166 1.384
171 B -2.117 3.058 -0.077  F172 1.382, F173 1.411, F174 1.448, F175 1.412
172 F -1.456 4.198 0.339  B171 1.382
173 F -3.290 3.534 -0.701  B171 1.411
174 F -1.212 2.492 -1.054  B171 1.448
175 F -2.484 2.153 0.944  B171 1.412

Here are the Löwdin charges for atoms 1 to 8, given in e:
1 C -0.08
2 O -0.17
3 C -0.17
4 C -0.06
5 N 0.09
6 H 0.15
7 H 0.16
8 C -0.01